No. 1
Entry from the OMol25 dataset: C14H16BiClN as an isolated structure at a distorted geometry (ωB97M-V with the def2-TZVPD basis set).

Last column: Mulliken charge in e.
Geometry (Å):
C 1.78957 1.67687 -0.02893  -0.413
C 1.28686 1.70445 -1.37808  -0.705
C 1.55827 0.42276 -1.98788  -0.527
C 2.24554 -0.39430 -1.00401  -0.942
C 2.38914 0.39123 0.20309  -0.475
Bi -0.30329 -0.33941 -0.10765  1.352
N -0.37675 -0.10958 1.96936  -0.829
C -2.36972 1.00370 0.49470  -0.591
C -1.94008 1.33012 -0.78145  -0.792
H 1.23920 0.09818 -2.97125  0.416
H 0.74566 2.51991 -1.83909  0.587
H 2.56055 -1.42127 -1.14249  0.626
H 2.85349 0.05962 1.12530  0.352
H 1.72829 2.48606 0.68862  0.369
H -1.53139 2.32360 -1.01138  0.291
H -2.25470 1.70027 1.33122  0.299
H -0.51258 0.07448 2.95031  0.031
H -2.14977 0.68464 -1.65122  0.326
H -2.87954 0.05325 0.70920  0.334
Cl 0.79098 -5.30474 -0.32240  -0.220
C -0.59919 -4.76574 0.49829  0.177
C -1.47504 -5.67573 1.06188  -0.504
C -2.60631 -5.21716 1.73886  -0.390
C -2.86111 -3.84700 1.85815  -0.882
C -1.98772 -2.91426 1.29432  -0.388
C -0.84223 -3.36941 0.59451  0.629
C 0.18058 -2.55030 -0.04969  -1.727
H -1.24203 -6.72934 0.95055  0.377
H -3.27718 -5.94624 2.16633  0.349
H -3.73433 -3.49812 2.38588  0.386
H -2.14665 -1.84359 1.41069  0.460
H 1.15028 -2.49441 0.44657  0.512
H 0.24201 -2.58447 -1.14826  0.511

For the calculated total energy, the calculation gives -1272.38773 a.u. The value obtained for the energy above the lowest of the compared OMol25 structures with the same formula, charge and spin is 3.9318 eV. The value obtained for the HOMO energy (spin up / spin down) is -2.720 / -2.721 eV. For the frontier orbital gap (spin up / spin down), the calculation gives 0.213 / 0.213 Eh. The net charge is -1.

=====

No. 2
Entry from the OMol25 dataset: C15H35N5O5Rb as an isolated structure at a distorted geometry (ωB97M-V with the def2-TZVPD basis set).

Last column: Mulliken charge in e.
Geometry (Å):
Rb 9.94805 -14.62004 -15.09779  0.955
C 12.89862 -16.66376 -18.18870  -0.777
C 12.67376 -15.28239 -17.57692  0.473
O 12.40925 -15.11970 -16.38630  -0.464
N 12.81441 -14.24689 -18.42585  -0.124
C 12.46501 -12.88090 -18.08817  -0.639
H 13.93501 -16.98132 -18.14371  0.279
H 12.56298 -16.59416 -19.22481  0.420
H 12.21998 -17.32871 -17.66300  -0.059
H 13.19010 -14.43941 -19.33780  0.232
H 13.20068 -12.45636 -17.39881  0.250
H 11.48398 -12.87851 -17.61842  0.114
H 12.48983 -12.23162 -18.95809  0.338
C 11.64761 -12.20979 -10.74876  -1.129
C 11.85646 -12.95937 -12.04825  0.470
O 10.92405 -13.45164 -12.67515  -0.393
N 13.12776 -13.02468 -12.47945  -0.118
C 13.55216 -13.80021 -13.62909  -0.643
H 11.81440 -11.13671 -10.86626  0.315
H 12.37908 -12.53325 -10.00924  0.382
H 10.61109 -12.34681 -10.45893  0.201
H 13.86384 -12.66221 -11.89997  0.239
H 13.06495 -13.43523 -14.53422  0.089
H 13.28862 -14.85272 -13.53262  0.216
H 14.61951 -13.68643 -13.79241  0.390
C 7.48224 -13.99353 -11.20142  -0.728
C 7.23712 -15.15549 -12.13911  0.312
O 7.98998 -15.40330 -13.06782  -0.573
N 6.14937 -15.89296 -11.85806  -0.117
C 5.74976 -17.05446 -12.61731  -0.734
H 6.75084 -13.80613 -10.41819  0.417
H 7.62545 -13.09493 -11.80271  0.231
H 8.43184 -14.16124 -10.68777  0.126
H 5.50171 -15.50853 -11.19516  0.238
H 6.59300 -17.64194 -12.97609  0.127
H 5.18870 -16.75127 -13.50641  0.264
H 5.14075 -17.74939 -12.04326  0.374
C 8.20411 -19.06581 -15.90056  -0.447
C 9.62376 -18.59596 -15.69621  0.479
O 9.86518 -17.38605 -15.74746  -0.528
N 10.56402 -19.52125 -15.48661  -0.153
C 11.93080 -19.22874 -15.13969  -0.891
H 7.80542 -18.64447 -16.82412  0.007
H 7.55866 -18.71480 -15.09815  0.018
H 8.08585 -20.14604 -16.01209  0.406
H 10.31723 -20.49348 -15.43571  0.273
H 12.13295 -18.23441 -14.75039  0.230
H 12.60773 -19.32032 -15.99801  0.306
H 12.33525 -19.95365 -14.43248  0.372
C 6.24788 -15.31043 -16.22268  -0.788
C 5.75361 -16.54018 -16.97784  0.728
O 5.19692 -17.44837 -16.38015  -0.638
N 5.99538 -16.54967 -18.29957  -0.198
C 5.54804 -17.60378 -19.17826  -0.872
H 7.21356 -15.51999 -15.77466  -0.094
H 5.52837 -15.10272 -15.43398  0.235
H 6.24092 -14.44967 -16.89500  0.487
H 6.42772 -15.70469 -18.62710  0.182
H 4.61639 -17.37176 -19.69209  0.324
H 5.49748 -18.51500 -18.58954  0.288
H 6.27004 -17.79351 -19.97665  0.320

For the calculated total energy, the calculation gives -1266.57949 a.u. The value obtained for the energy above the lowest of the compared OMol25 structures with the same formula, charge and spin is 0.4242 eV. The value obtained for the HOMO energy is -11.677 eV. For the frontier orbital gap, the calculation gives 0.348 Eh. The net charge is +1.

=====

No. 3
Entry from the OMol25 dataset: an isolated molecule of C21H28N2O2 (ωB97M-V with the def2-TZVPD basis set).

Last column: Mulliken charge in e.
Geometry (Å):
C -6.69332 -1.50412 -0.14831  -1.306
C -5.36080 -1.46206 -0.88838  -0.475
N -4.34337 -0.74414 -0.14010  -0.007
C -3.00843 -1.00676 -0.64443  -0.968
C -1.97608 -0.33359 0.25158  -0.337
N -2.19969 1.09883 0.26334  0.310
C -1.17122 1.80094 1.00894  -1.265
C 0.15860 1.72585 0.30759  -0.034
C 0.22511 1.90786 -1.06492  -0.663
C 1.44517 1.84234 -1.71295  -0.534
C 2.61236 1.61368 -1.00407  0.905
O 3.82923 1.56380 -1.65530  -0.515
C 4.13808 0.28511 -2.20117  -1.143
C 4.23934 -0.76738 -1.12887  0.674
C 5.43938 -0.98674 -0.46609  -0.411
C 5.50793 -1.89189 0.57724  -0.609
C 4.37476 -2.58187 0.97430  -0.440
C 3.17425 -2.36756 0.31956  -0.728
C 3.10707 -1.46571 -0.72808  0.019
C 2.55819 1.43834 0.39003  0.604
O 3.74718 1.22522 1.01397  -0.386
C 3.74532 0.94907 2.39015  -1.080
C 1.32411 1.49157 1.02533  -0.453
C -3.53071 1.36642 0.76857  -0.852
C -4.56437 0.68965 -0.12453  -0.613
H -7.36056 -2.21106 -0.63508  0.425
H -6.53104 -1.82195 0.87789  0.338
H -7.17822 -0.53177 -0.13984  0.322
H -5.00284 -2.48747 -1.01552  0.412
H -5.50561 -1.02965 -1.89540  0.322
H -2.83847 -2.08636 -0.64469  0.431
H -2.88420 -0.63114 -1.67615  0.302
H -0.97168 -0.52715 -0.13186  0.186
H -2.05419 -0.75809 1.26916  0.287
H -1.07639 1.41492 2.04088  0.298
H -1.47251 2.85257 1.07467  0.443
H -0.68447 2.08442 -1.61607  0.438
H 1.50838 1.97569 -2.78288  0.478
H 5.09595 0.42484 -2.70730  0.475
H 3.37368 0.00108 -2.94021  0.326
H 6.31856 -0.43560 -0.76527  0.377
H 6.44626 -2.05635 1.08707  0.395
H 4.42698 -3.28401 1.79396  0.398
H 2.28593 -2.90094 0.62673  0.414
H 2.16618 -1.29711 -1.23420  0.366
H 3.15583 0.05478 2.61830  0.393
H 3.36724 1.79603 2.97273  0.389
H 4.78612 0.76729 2.65310  0.246
H 1.25678 1.34918 2.09320  0.418
H -3.69922 2.44650 0.76384  0.383
H -3.65394 0.99525 1.80212  0.365
H -5.56053 0.89387 0.26957  0.372
H -4.49207 1.11542 -1.14217  0.308

For the calculated total energy, the calculation gives -1076.96799 a.u. Its structure (SMILES) is CCN1CCN(Cc2ccc(OCc3ccccc3)c(OC)c2)CC1. The value obtained for the energy above the lowest of the compared OMol25 structures with the same formula, charge and spin is 3.1202 eV. The value obtained for the HOMO energy is -8.161 eV. For the frontier orbital gap, the calculation gives 0.330 Eh. The net charge is 0.

=====

No. 4
Entry from the OMol25 dataset: an isolated molecule of C5H10O at a distorted geometry (ωB97M-V with the def2-TZVPD basis set).

Last column: Mulliken charge in e.
Geometry (Å):
C 0.41920 -1.34033 1.23116  -1.101
C 0.58344 0.17319 1.33494  -0.435
C -0.31202 0.93153 0.35892  -0.595
C 0.10935 0.78401 -1.08948  -0.010
C -0.73299 0.06048 -2.04768  -0.473
O -0.72510 1.47343 -1.99777  -0.448
H 0.68995 -1.71287 0.23596  0.289
H -0.62306 -1.62540 1.42021  0.297
H 1.04609 -1.85800 1.96345  0.340
H 1.62878 0.45440 1.14754  0.281
H 0.35977 0.49164 2.36017  0.317
H -0.38309 1.98799 0.65924  0.278
H -1.34224 0.54949 0.40358  0.350
H 1.09389 0.47096 -1.40349  0.398
H -0.29294 -0.30894 -2.97830  0.282
H -1.51902 -0.53157 -1.59845  0.232

For the calculated total energy, the calculation gives -271.68645 a.u. Its structure (SMILES) is CCC[C@H]1CO1. The value obtained for the energy above the lowest of the compared OMol25 structures with the same formula, charge and spin is 1.8003 eV. The value obtained for the HOMO energy is -10.149 eV. For the frontier orbital gap, the calculation gives 0.415 Eh. The net charge is 0.

=====

Which value of calculated total energy does entry 3 give?
-1076.96799 a.u.

=====

Which value of net charge does entry 4 give?
0

=====

The lowest calculated total energy belongs to which entry?
C14H16BiClN